DFT (ωB97M-V with the def2-TZVPD basis set) results for an isolated molecule of C4H9NS in a non-equilibrium geometry.

```
15
Properties=species:S:1:pos:R:3
C 1.49311 -1.26262 0.01411
N 0.57996 -0.49733 -0.83882
C -0.82319 -0.37057 -0.43611
C -1.20011 1.04292 -0.11979
C -0.28551 1.65020 0.94753
S -0.58994 2.01238 2.47507
H 1.58240 -0.76616 0.94077
H 2.49958 -1.51996 -0.41121
H 1.14833 -2.25044 0.23374
H 0.61996 -0.78747 -1.77762
H -1.01868 -1.04221 0.41196
H -1.36526 -0.79729 -1.29882
H -1.14013 1.62898 -1.02575
H -2.24130 1.15721 0.25918
H 0.74077 1.80235 0.62576
```

As for the charge: 0. As for the structure (SMILES): CNCCC=S. The HOMO energy comes out at -8.46 eV. The energy above the lowest of the compared OMol25 structures with the same formula, charge and spin is 35.8 kcal/mol. The value obtained for the total energy is -610.6966 a.u. For the frontier orbital gap, the calculation gives 8.5 eV. As for the spin multiplicity: 1.